No. 1
Here is a cluster of 2 separate species, C37H34N in total in a non-equilibrium geometry from the OMol25 dataset. Energies are from wB97M-V/def2-TZVPD.

* calculated total energy: -40401.192 eV
* HOMO: -10.16 eV
* HOMO-LUMO gap: 5.0 eV
* charge: +1
* molar mass: 492.69 g mol⁻¹
* relative energy (zero: lowest compared OMol25 entry of this formula, charge and spin): 66.3 kcal/mol
* LUMO: -5.199 eV

```
72
C37H34N (wB97M-V/def2-TZVPD)
C 1.37 -0.17 -1.46
C 2.59 -0.80 -2.17
C 2.72 -2.19 -2.19
C 3.43 -2.81 -3.24
C 4.15 -2.02 -4.15
C 4.34 -0.65 -3.87
C 3.62 -0.07 -2.82
C 1.42 1.33 -1.64
C 1.74 1.95 -0.41
C 1.98 3.31 -0.34
C 1.77 4.10 -1.48
C 1.44 3.48 -2.70
C 1.38 2.08 -2.80
C 1.91 0.91 0.60
C 1.59 -0.35 0.03
C 1.65 -1.48 0.82
C 2.27 -1.39 2.08
C 2.73 -0.16 2.58
C 2.47 1.02 1.87
H 2.23 -2.76 -1.41
H 3.37 -3.89 -3.38
H 4.64 -2.46 -5.02
H 4.99 -0.02 -4.49
H 3.83 0.95 -2.51
H 2.29 3.73 0.61
H 1.90 5.18 -1.43
H 1.26 4.09 -3.59
H 1.22 1.59 -3.77
H 1.17 -2.40 0.49
H 2.41 -2.30 2.67
H 3.29 -0.13 3.52
H 2.68 2.00 2.28
C -2.13 -1.53 5.75
C -1.74 -0.21 5.79
C -1.68 0.55 4.60
C -1.46 1.96 4.65
C -1.46 2.72 3.49
C -1.71 2.11 2.25
C -2.02 0.77 2.14
C -2.62 0.28 0.84
C -1.91 -0.80 0.00
C -2.99 -1.53 -0.81
C -2.88 -1.12 -2.30
C -2.71 0.41 -2.44
C -1.43 0.81 -1.75
N -0.83 -0.30 -0.96
C -0.47 -1.38 -1.86
C -1.58 -1.78 -2.80
C -2.00 -0.06 3.33
C -2.44 -1.40 3.34
C -2.53 -2.12 4.53
H -2.15 -2.12 6.67
H -1.50 0.29 6.73
H -1.33 2.43 5.63
H -1.31 3.81 3.55
H -1.70 2.72 1.34
H -3.58 -0.18 1.14
H -2.91 1.15 0.22
H -1.40 -1.49 0.69
H -2.84 -2.61 -0.71
H -4.01 -1.38 -0.42
H -3.76 -1.46 -2.86
H -2.67 0.61 -3.52
H -3.54 0.98 -2.03
H -0.68 1.11 -2.49
H -1.56 1.64 -1.05
H 0.44 -0.90 -2.38
H -0.10 -2.25 -1.29
H -1.67 -2.87 -2.76
H -1.31 -1.54 -3.84
H -2.76 -1.85 2.39
H -2.91 -3.14 4.52
```

Here are the Mulliken charges for atoms 1 to 2, given in e: C 2.6759; C -0.0183

***

No. 2
Here is a structure of composition C37H34N3O5PTa in a non-equilibrium geometry from the OMol25 dataset. Energies are from wB97M-V/def2-TZVPD.

* calculated total energy: -64467.415 eV
* HOMO: -10.75 eV
* HOMO-LUMO gap: 6.7 eV
* charge: +1
* molar mass: 812.62 g mol⁻¹
* relative energy (zero: lowest compared OMol25 entry of this formula, charge and spin): 26.8 kcal/mol
* LUMO: -4.040 eV

```
81
C37H34N3O5PTa (wB97M-V/def2-TZVPD)
Ta 0.57 -1.44 -1.06
O -4.23 -2.29 1.89
C -4.58 -2.05 0.62
C -5.94 -2.04 0.33
C -6.39 -1.81 -0.95
C -5.48 -1.57 -1.99
C -4.14 -1.57 -1.72
C -3.66 -1.81 -0.42
C -2.22 -1.79 -0.20
O -1.40 -1.46 -1.19
N -1.73 -2.10 0.96
N -0.37 -2.04 0.98
C 0.24 -2.47 2.03
C 1.67 -2.48 2.19
C 2.22 -3.02 3.35
C 3.59 -3.07 3.54
C 4.42 -2.54 2.56
C 3.90 -1.99 1.41
C 2.53 -1.96 1.20
O 2.02 -1.45 0.07
H -3.25 -2.31 1.94
H -6.63 -2.23 1.14
H -7.45 -1.82 -1.15
H -5.84 -1.39 -2.99
H -3.42 -1.39 -2.51
H -0.37 -2.85 2.84
H 1.55 -3.43 4.10
H 4.01 -3.50 4.44
H 5.50 -2.58 2.70
H 4.56 -1.58 0.65
C 0.31 3.61 2.09
C 1.61 2.93 1.71
C 2.78 3.41 2.30
C 4.02 2.91 1.97
C 4.13 1.92 1.01
C 2.99 1.41 0.43
C 1.72 1.88 0.79
P 0.36 1.09 -0.14
C -1.15 1.18 0.86
C -0.95 0.90 2.22
C -2.03 0.80 3.08
C -3.31 0.95 2.59
C -3.52 1.21 1.25
C -2.45 1.33 0.35
C -2.73 1.58 -1.10
C 0.37 2.08 -1.66
C 0.48 3.47 -1.63
C 0.66 4.18 -2.80
C 0.74 3.49 -4.01
C 0.65 2.12 -4.03
C 0.46 1.38 -2.86
C 0.34 -0.12 -2.94
H 0.46 4.69 2.09
H 0.00 3.32 3.09
H -0.50 3.37 1.41
H 2.70 4.22 3.02
H 4.91 3.31 2.45
H 5.11 1.55 0.71
H 3.07 0.66 -0.34
H 0.06 0.78 2.59
H -1.86 0.60 4.13
H -4.16 0.86 3.25
H -4.52 1.33 0.87
H -3.80 1.58 -1.29
H -2.28 0.81 -1.73
H -2.33 2.55 -1.42
H 0.45 4.00 -0.69
H 0.75 5.26 -2.77
H 0.89 4.04 -4.93
H 0.72 1.59 -4.98
H 0.98 -0.47 -3.74
H -0.68 -0.36 -3.26
N 3.16 -1.48 -2.53
C 3.01 -2.88 -2.96
C 1.94 -3.39 -2.01
O 2.18 -4.01 -1.00
O 0.74 -2.89 -2.28
H 3.49 -0.90 -3.29
H 3.85 -1.42 -1.79
H 3.92 -3.48 -2.88
H 2.63 -2.91 -3.98
```

Here are the Mulliken charges for atoms 1 to 2, given in e: Ta 0.7109; O -0.6604

***

No. 3
Here is a structure of composition C37H34N3O7P2Ti in a non-equilibrium geometry from the OMol25 dataset. Energies are from wB97M-V/def2-TZVPD.

* calculated total energy: -99412.835 eV
* HOMO: -11.86 eV
* HOMO-LUMO gap: 8.2 eV
* charge: +1
* molar mass: 742.51 g mol⁻¹
* relative energy (zero: lowest compared OMol25 entry of this formula, charge and spin): 40.6 kcal/mol
* LUMO: -3.654 eV

```
84
C37H34N3O7P2Ti (wB97M-V/def2-TZVPD)
Ti -0.68 0.50 1.15
N -1.90 1.56 -0.43
C -2.57 2.77 0.12
C -2.65 2.64 1.63
O -3.52 3.16 2.28
N -1.60 1.88 2.11
C -1.53 1.60 3.55
C -1.34 0.09 3.74
O -1.22 -0.47 4.77
O -1.30 -0.54 2.51
H -1.47 1.77 -1.33
H -2.62 0.87 -0.63
H -3.56 2.92 -0.29
H -1.96 3.65 -0.10
H -2.43 1.92 4.08
H -0.66 2.09 4.01
C -0.18 -2.66 0.70
C 1.03 -2.22 -0.18
P 0.94 -0.46 -0.76
C 0.48 -0.46 -2.53
C 0.49 -1.58 -3.35
C 0.22 -1.45 -4.71
C -0.04 -0.20 -5.26
C -0.03 0.92 -4.44
C 0.23 0.79 -3.09
C 2.68 0.07 -0.87
C 2.96 1.43 -0.78
C 4.27 1.88 -0.88
C 5.30 0.98 -1.07
C 5.02 -0.38 -1.20
C 3.71 -0.84 -1.10
P -1.70 -1.80 0.15
C -2.00 -2.50 -1.49
C -1.53 -3.76 -1.87
C -1.81 -4.26 -3.14
C -2.56 -3.51 -4.03
C -3.05 -2.26 -3.66
C -2.77 -1.77 -2.39
C -3.11 -2.38 1.11
C -4.09 -1.47 1.50
C -5.23 -1.90 2.17
C -5.38 -3.25 2.47
C -4.41 -4.16 2.09
C -3.28 -3.73 1.41
H -0.02 -2.36 1.74
H -0.29 -3.74 0.70
H 1.13 -2.87 -1.04
H 1.94 -2.30 0.41
H 0.71 -2.56 -2.96
H 0.23 -2.33 -5.34
H -0.24 -0.10 -6.32
H -0.21 1.90 -4.87
H 0.28 1.68 -2.47
H 2.16 2.14 -0.63
H 4.48 2.94 -0.80
H 6.32 1.32 -1.13
H 5.82 -1.09 -1.37
H 3.52 -1.89 -1.22
H -0.96 -4.37 -1.18
H -1.45 -5.24 -3.42
H -2.76 -3.89 -5.03
H -3.65 -1.68 -4.35
H -3.18 -0.80 -2.11
H -3.96 -0.41 1.30
H -5.99 -1.19 2.46
H -6.26 -3.58 3.00
H -4.53 -5.21 2.32
H -2.53 -4.46 1.11
O 2.78 -0.18 2.61
C 2.21 0.83 2.32
O 0.94 0.79 1.82
C 2.78 2.19 2.45
C 2.03 3.34 2.25
C 2.63 4.58 2.28
C 3.99 4.64 2.52
C 4.76 3.52 2.77
C 4.14 2.28 2.74
N 4.66 5.96 2.48
O 3.98 6.92 2.19
O 5.84 6.00 2.73
H 0.96 3.26 2.07
H 2.08 5.50 2.13
H 5.81 3.62 2.97
H 4.71 1.37 2.91
```

Here are the Mulliken charges for atoms 1 to 2, given in e: Ti -1.1694; N -0.3313